(1)
51
Properties=species:S:1:pos:R:3:nbo_charge:R:1 method="wB97M-V/def2-TZVPD" spin_multiplicity=1 e_tot_ha=-2929.8801 e_above_lowest_kj_mol=1752.3 gap_ev=8.00 e_lumo_ev=0.380
Be 0.6605 0.2087 0.2267 1.673
B 2.4146 0.7044 1.3969 1.287
F 1.2557 0.9343 2.1517 -0.495
F 3.6011 1.0780 2.0098 -0.540
F 2.4162 -0.6365 1.0601 -0.537
F 2.3669 1.3643 0.1970 -0.532
C -3.1448 1.0892 0.2745 0.812
F -4.3442 1.3708 -0.1475 -0.277
F -2.6912 2.0699 1.0832 -0.322
F -3.0792 -0.0238 1.0717 -0.328
S -1.8977 0.9241 -1.2489 2.091
O -2.6587 0.4276 -2.4258 -0.862
O -1.3136 2.2655 -1.5131 -0.914
N -0.6807 -0.1806 -0.5119 -1.253
S -1.1687 -1.6212 -1.0332 2.206
O -0.1983 -2.5171 -0.4095 -0.979
O -2.5933 -1.9677 -0.9123 -0.899
C -0.7189 -1.6712 -2.8832 0.762
F -1.7386 -1.5479 -3.7066 -0.286
F 0.1923 -0.7264 -3.0998 -0.313
F -0.1267 -2.7894 -3.1153 -0.306
C 1.0305 -3.3688 2.4445 -0.720
C 0.6425 -2.1559 1.7048 0.496
N 0.3752 -1.2131 1.1463 -0.543
H 0.6427 -4.1885 1.8396 0.256
H 0.6136 -3.4202 3.4503 0.255
H 2.1008 -3.5558 2.5316 0.268
C -1.9477 -0.7392 2.9502 -0.704
C -1.0578 0.1943 2.1983 0.432
N -0.4192 0.9522 1.5963 -0.437
H -1.3203 -1.4277 3.5163 0.229
H -2.6044 -1.2861 2.2737 0.266
H -2.6189 -0.1336 3.5592 0.258
C 1.8838 -3.2865 -1.2413 -0.726
C 1.7640 -1.8414 -1.0114 0.467
N 1.6112 -0.7498 -0.7988 -0.525
H 0.8886 -3.7051 -1.0914 0.300
H 2.6412 -3.7239 -0.5908 0.236
H 2.2049 -3.4575 -2.2688 0.243
C 1.6842 3.0437 -2.2863 -0.719
C 1.3737 1.7441 -1.7803 0.512
N 1.1097 0.7237 -1.3332 -0.511
H 1.9211 2.9770 -3.3482 0.259
H 2.5382 3.3733 -1.6947 0.256
H 0.9005 3.7776 -2.0984 0.250
C -0.5917 4.2377 0.3381 -0.730
C -0.0357 2.8988 0.2788 0.531
N 0.4010 1.8010 0.2249 -0.638
H -0.8983 4.6058 -0.6410 0.252
H 0.0919 5.0062 0.6990 0.255
H -1.4780 4.1628 0.9681 0.245

=====

(2)
8
Properties=species:S:1:pos:R:3:nbo_charge:R:1 method="wB97M-V/def2-TZVPD" smiles="C=COP=O" spin_multiplicity=1 e_tot_ha=-569.8229 e_above_lowest_kj_mol=26.3 gap_ev=8.85 e_lumo_ev=-0.647
C -1.5749 -0.3617 0.0659 -0.446
C -0.4749 0.4629 0.0231 0.149
O 0.7898 -0.0859 0.0437 -0.825
P 2.4050 0.5280 0.0167 1.523
O 3.2332 -0.6816 0.0252 -0.978
H -2.5190 0.0557 -0.0928 0.203
H -1.4915 -1.3742 0.0903 0.207
H -0.3677 1.4568 -0.1722 0.168

=====

(3)
50
Properties=species:S:1:pos:R:3:nbo_charge:R:1 method="wB97M-V/def2-TZVPD" smiles="CCN1C(=O)[C@H](/C=N/N=C/c2ccccc2)c2ccc(C3=NNC(=O)CC3)cc21" spin_multiplicity=1 e_tot_ha=-1275.1563 e_above_lowest_kj_mol=176.9 gap_ev=8.12 e_lumo_ev=-0.215
C 3.6844 1.0660 3.4839 -0.607
C 3.0804 1.4545 2.1787 -0.220
N 2.7672 0.2752 1.3713 -0.445
C 3.4123 -0.0515 0.2029 0.704
O 4.4040 0.5235 -0.2361 -0.599
C 2.6450 -1.1114 -0.5390 -0.393
C 2.3919 -0.5859 -1.9088 0.127
N 1.1584 -0.5747 -2.3864 -0.303
N 0.9800 -0.0623 -3.6471 -0.298
C -0.2799 0.1008 -3.9619 0.120
C -0.8047 0.7647 -5.1468 -0.127
C 0.0523 1.4060 -6.0638 -0.151
C -0.4447 2.1007 -7.1531 -0.219
C -1.8321 2.2137 -7.3298 -0.186
C -2.7120 1.5523 -6.4554 -0.219
C -2.1904 0.7923 -5.4044 -0.171
C 1.4358 -1.2316 0.3584 -0.052
C 0.2933 -2.0347 0.2449 -0.151
C -0.6921 -1.9734 1.2383 -0.199
C -0.5748 -1.1517 2.3481 -0.057
C -1.6221 -1.2103 3.3910 0.207
N -2.0843 -2.4221 3.6489 -0.214
N -3.0451 -2.5584 4.5909 -0.458
C -3.6209 -1.4799 5.2204 0.657
O -4.3098 -1.6790 6.1780 -0.584
C -3.3440 -0.0426 4.7661 -0.487
C -1.9037 -0.0181 4.2806 -0.469
C 0.5684 -0.3419 2.4430 -0.273
C 1.5554 -0.4061 1.4378 0.244
H 4.6359 0.5434 3.2946 0.218
H 3.8713 1.9586 4.0733 0.213
H 3.0284 0.4240 4.0497 0.202
H 2.1585 2.0069 2.3550 0.196
H 3.7997 2.1612 1.7070 0.238
H 3.2346 -2.0177 -0.6284 0.266
H 3.1867 -0.2533 -2.5956 0.208
H -1.0264 -0.1686 -3.2434 0.174
H 1.1082 1.4661 -5.8658 0.229
H 0.2412 2.6408 -7.7877 0.218
H -2.2487 2.8089 -8.1603 0.217
H -3.7763 1.6095 -6.6115 0.218
H -2.8788 0.2738 -4.7627 0.213
H 0.1702 -2.6743 -0.6046 0.224
H -1.5328 -2.6515 1.1001 0.227
H -3.4185 -3.4666 4.8976 0.417
H -3.4242 0.6270 5.5964 0.243
H -4.0195 0.2470 3.9364 0.235
H -1.6401 0.9236 3.7383 0.230
H -1.1936 -0.0592 5.0857 0.227
H 0.7566 0.2857 3.2749 0.210

=====

(4)
102
Properties=species:S:1:pos:R:3:lowdin_charge:R:1 method="wB97M-V/def2-TZVPD" spin_multiplicity=1 e_tot_ha=-4973.4271 e_above_lowest_kj_mol=7.2 gap_ev="4.68 / 5.57" e_lumo_ev="-7.966 / -6.985" charge=+2
Pb 0.5368 -0.9615 0.5574 1.050
C -2.5305 -3.1552 2.2022 -0.331
C -2.6286 -2.3535 3.5007 -0.347
C -1.2912 -1.9320 4.1202 -0.357
Sb -0.3544 -0.1294 3.4313 1.439
C 1.1320 0.0884 4.9020 -0.396
C 2.2191 -0.7863 4.9019 -0.152
C 3.2169 -0.6571 5.8584 -0.078
C 3.1372 0.3547 6.8083 -0.062
C 2.0612 1.2317 6.8055 -0.062
C 1.0563 1.1012 5.8541 -0.111
C -1.7410 1.3585 3.9251 -0.408
C -2.7784 1.1199 4.8239 -0.112
C -3.6696 2.1390 5.1359 -0.059
C -3.5240 3.3925 4.5547 -0.063
C -2.4905 3.6321 3.6567 -0.079
C -1.6016 2.6147 3.3366 -0.154
Sb -2.4695 -1.9877 0.3988 1.600
C -3.2060 -3.2478 -1.0695 -0.384
C -2.8944 -4.6072 -1.0378 -0.118
C -3.4005 -5.4468 -2.0181 -0.060
C -4.2042 -4.9273 -3.0259 -0.047
C -4.5041 -3.5700 -3.0626 -0.056
C -4.0003 -2.7221 -2.0881 -0.135
C -3.9134 -0.5092 0.6845 -0.364
C -5.2594 -0.8725 0.6147 -0.111
C -6.2323 0.0755 0.8995 -0.053
C -5.8649 1.3709 1.2477 -0.043
C -4.5245 1.7273 1.3203 -0.051
C -3.5432 0.7865 1.0392 -0.120
H -3.4295 -3.7588 2.0450 0.075
H -1.6760 -3.8320 2.1966 0.064
H -3.1363 -2.9978 4.2221 0.122
H -3.2955 -1.4966 3.3700 0.087
H -0.5445 -2.7230 4.0094 0.063
H -1.4034 -1.7803 5.1958 0.067
H 2.2969 -1.5833 4.1673 0.094
H 4.0534 -1.3463 5.8673 0.112
H 3.9151 0.4576 7.5547 0.115
H 2.0001 2.0183 7.5477 0.115
H 0.2176 1.7881 5.8650 0.097
H -2.8996 0.1504 5.2953 0.099
H -4.4737 1.9559 5.8380 0.115
H -4.2161 4.1869 4.8064 0.116
H -2.3757 4.6117 3.2073 0.112
H -0.8075 2.8014 2.6212 0.063
H -2.2720 -5.0223 -0.2522 0.101
H -3.1713 -6.5048 -1.9948 0.117
H -4.6009 -5.5857 -3.7887 0.118
H -5.1320 -3.1727 -3.8512 0.118
H -4.2343 -1.6641 -2.1237 0.098
H -5.5581 -1.8780 0.3349 0.108
H -7.2786 -0.1987 0.8496 0.118
H -6.6308 2.1052 1.4677 0.118
H -4.2383 2.7331 1.6056 0.107
H -2.4978 1.0623 1.1332 0.065
Cl -1.6686 4.9256 -2.7265 0.775
C -1.4357 3.2940 -2.3082 -0.678
C -1.7505 2.2702 -3.2863 -0.682
Cl -2.3071 2.7368 -4.8210 0.774
C -1.5939 0.9467 -2.9858 -0.620
Cl -1.9558 -0.3029 -4.1000 0.776
C -1.0624 0.5710 -1.7273 -0.389
O -0.8705 -0.6373 -1.3738 -0.335
C -0.7121 1.6008 -0.7522 -0.398
O -0.2383 1.2259 0.3557 -0.259
C -0.9516 2.9668 -1.0746 -0.617
Cl -0.5793 4.1443 0.1109 0.792
C 6.3955 0.8217 1.3385 -0.046
C 5.2173 0.4831 1.9866 -0.057
C 4.0764 0.2195 1.2408 -0.099
C 4.1139 0.2885 -0.1499 -0.387
C 5.3015 0.6434 -0.7958 -0.079
C 6.4385 0.9035 -0.0505 -0.046
P 2.6168 -0.0090 -1.0949 0.999
C 2.8361 -1.4579 -2.1412 -0.374
C 1.7700 -1.9002 -2.9329 -0.115
C 1.8946 -3.0596 -3.6818 -0.056
C 3.0720 -3.7957 -3.6339 -0.053
C 4.1226 -3.3764 -2.8302 -0.053
C 4.0076 -2.2143 -2.0800 -0.068
C 2.3400 1.4653 -2.1012 -0.347
C 2.3620 2.6963 -1.4388 -0.101
C 2.1687 3.8696 -2.1494 -0.074
C 1.9310 3.8223 -3.5189 -0.059
C 1.9002 2.6010 -4.1791 -0.054
C 2.1131 1.4208 -3.4767 -0.064
H 7.2867 1.0312 1.9159 0.118
H 5.1797 0.4326 3.0678 0.110
H 3.1550 -0.0253 1.7627 0.058
H 5.3351 0.7206 -1.8776 0.124
H 7.3600 1.1771 -0.5494 0.119
H 0.8362 -1.3500 -2.9653 0.078
H 1.0690 -3.3869 -4.3021 0.115
H 3.1690 -4.6997 -4.2217 0.116
H 5.0385 -3.9532 -2.7889 0.117
H 4.8346 -1.8965 -1.4576 0.103
H 2.5394 2.7416 -0.3683 0.117
H 2.2010 4.8218 -1.6349 0.115
H 1.7802 4.7409 -4.0732 0.118
H 1.7306 2.5643 -5.2492 0.119
H 2.1202 0.4785 -4.0095 0.105